1.
Below is a molecular structure, C31H33F10N6OPSV at a distorted geometry, with properties calculated with ωB97M-V/def2-TZVPD.

```
84
Properties=species:S:1:pos:R:3:forces:R:3:mulliken_charge:R:1
V -1.061898 0.539191 0.751374 -0.98 -0.37 -1.99 -1.918
C 1.209928 -0.678036 2.241987 -0.15 0.03 1.04 -1.178
N 0.501514 0.610930 2.056797 1.10 0.63 -0.43 0.973
C 0.034558 1.292646 3.330495 -0.28 -0.80 -1.31 -0.887
C -1.513197 1.234130 3.391993 0.03 2.23 0.14 -0.966
N -2.100402 1.448401 2.052189 -1.30 1.58 1.50 0.355
C -2.965540 2.527479 1.754306 0.85 -1.31 0.18 0.433
C -2.992169 3.785866 2.405324 0.53 0.16 0.03 0.173
F -1.953199 4.131580 3.262258 -1.39 -0.49 -0.54 -0.356
C -3.943200 4.762437 2.091181 0.05 -0.37 0.69 -0.058
F -4.132972 5.838601 2.878109 0.62 -0.16 -0.54 -0.313
C -4.770132 4.587249 0.998955 0.10 0.25 -1.13 0.737
F -5.432059 5.636990 0.467078 -0.27 -0.31 0.62 -0.297
C -4.711968 3.413348 0.255697 0.42 -0.46 0.36 0.048
F -5.486395 3.263785 -0.832539 0.35 0.12 0.45 -0.312
C -3.855266 2.384385 0.653669 -0.54 0.82 -0.21 -0.057
F -3.903696 1.266649 -0.132974 0.53 0.36 0.82 -0.260
C 1.373928 1.499132 1.211586 0.99 0.40 0.59 -0.837
C 0.631233 2.605460 0.459327 0.41 0.47 -0.56 -0.425
N -0.370703 1.959227 -0.375252 0.17 1.56 -2.08 1.153
C -0.623924 2.508554 -1.632747 0.00 1.23 0.55 0.428
C -1.139017 1.719387 -2.655474 -0.30 -1.39 0.28 -0.376
F -1.489181 0.436691 -2.287140 0.16 0.73 -0.61 -0.063
C -1.341470 2.105102 -3.977276 -0.05 0.07 0.74 -0.406
F -1.926276 1.243672 -4.835856 0.46 0.59 0.21 -0.308
C -0.954952 3.391861 -4.322968 0.30 -0.21 0.18 0.555
F -1.093406 3.827569 -5.570210 0.02 0.11 -0.55 -0.320
C -0.434158 4.266331 -3.356240 -0.95 -0.40 0.00 0.017
F -0.075549 5.499943 -3.736999 -0.25 -0.11 0.21 -0.299
C -0.499135 3.898791 -2.021980 0.47 -0.89 0.73 0.007
F -0.445358 4.862586 -1.061473 0.56 -0.55 -0.47 -0.322
H 2.126669 -0.463633 2.838807 -0.22 -0.47 -0.50 0.402
H 0.564160 -1.352970 2.846347 0.42 0.42 -0.39 0.348
H 1.443311 -1.180342 1.269498 -0.16 0.67 0.76 0.123
H 0.514483 0.719859 4.098877 0.08 0.01 0.98 0.464
H 0.394019 2.331569 3.343028 -0.16 -0.35 -0.09 0.389
H -1.883493 0.316750 3.815019 -0.01 -0.60 0.14 0.322
H -1.785558 2.062328 4.080323 -0.10 -0.63 -0.15 0.509
H 2.228786 1.967896 1.768961 -0.71 -0.40 0.17 0.296
H 1.861599 0.832345 0.495951 -0.26 0.14 -0.28 -0.085
H 0.177617 3.377810 1.138654 0.58 -0.50 -0.41 0.059
H 1.421162 3.080391 -0.194747 -0.68 -0.09 0.75 0.639
C -2.957966 -3.737833 -1.483427 -1.04 -0.08 -1.34 -0.770
N -1.596708 -3.945413 -1.037777 0.41 0.17 0.03 0.134
C -1.645152 -4.606232 0.266247 0.05 -0.33 -0.26 -1.069
N -2.442529 -3.933450 1.291210 0.14 -0.52 0.25 0.093
C -3.776407 -3.728634 0.771219 -0.92 0.29 -0.63 -0.916
N -3.857578 -3.042324 -0.535136 0.47 -0.33 0.01 0.063
C -3.446801 -1.640685 -0.369735 -0.33 -0.14 -1.45 -1.220
P -1.734061 -1.599716 0.235067 1.04 1.57 0.21 3.067
C -0.864680 -2.670490 -0.968258 -0.52 -0.04 -0.49 -0.973
C -1.798775 -2.678381 1.677970 -0.16 -0.81 0.22 -0.739
H -3.370712 -4.747323 -1.706826 0.01 0.61 0.30 0.270
H -2.989726 -3.166383 -2.456702 0.26 -0.51 0.97 0.378
H -0.633666 -4.761528 0.620647 0.32 0.22 0.21 0.400
H -2.031520 -5.602165 0.085725 -0.43 -0.22 0.10 0.320
H -4.445481 -3.169784 1.426466 0.43 0.11 0.47 0.412
H -4.258991 -4.683937 0.649830 0.00 -0.62 -0.13 0.318
H -4.144045 -1.081491 0.246822 0.06 -0.19 0.49 0.385
H -3.523486 -1.094895 -1.349504 0.34 -0.59 0.66 0.340
H 0.170758 -2.832100 -0.614951 -0.37 0.08 -0.33 0.264
H -0.869868 -2.171590 -1.978477 0.23 -0.45 1.01 0.224
H -2.377585 -2.187912 2.484611 0.39 -0.21 -0.29 0.259
H -0.761322 -2.907072 2.015868 -0.71 0.27 -0.05 0.367
C 7.509570 -1.352153 1.442380 -0.67 0.30 -0.01 -1.365
C 6.295587 -1.393058 0.540857 -0.32 -1.23 -0.20 0.738
C 5.804133 -0.264322 -0.080210 -0.98 0.63 -0.40 -0.641
C 4.646328 -0.286150 -0.876171 0.63 -0.11 -0.05 -0.445
C 4.052657 -1.513448 -1.167795 0.36 0.44 -1.00 0.487
C 4.558122 -2.674513 -0.628802 0.12 0.07 0.65 -0.654
C 5.607762 -2.588750 0.290184 0.51 -0.66 -0.21 -0.639
S 2.723465 -1.666851 -2.386287 -1.24 0.81 0.83 0.423
C 3.554660 -1.405730 -4.006895 0.77 -0.83 1.15 -1.070
O 1.800967 -0.498027 -2.085523 0.76 -0.73 -0.50 -0.400
H 7.194242 -0.800907 2.339408 0.38 -0.33 0.06 0.302
H 8.316373 -0.777842 0.987161 0.03 -0.09 -0.04 0.361
H 7.861924 -2.358626 1.691284 -0.09 0.31 0.06 0.356
H 6.324204 0.664394 0.070779 0.04 0.39 0.01 0.380
H 4.270336 0.620461 -1.349612 0.04 -0.15 0.19 0.448
H 4.108981 -3.619003 -0.915494 0.11 -0.07 0.21 0.401
H 5.978828 -3.518815 0.732088 -0.11 0.32 -0.06 0.294
H 3.003887 -0.693984 -4.586363 -0.55 0.21 -0.26 0.359
H 3.592457 -2.424531 -4.442935 0.04 0.79 -0.02 0.339
H 4.553119 -1.020747 -3.802857 0.04 -0.07 -0.24 0.332
```
Positions in Å, forces in eV/Å.

Calculated values
LUMO energy (spin up / spin down): 0.16 / 0.15 eV
energy: -116651.313 eV
2S+1: 4
maximum force: 2.6 eV Å⁻¹

=====

2.
Below is a molecular structure, C50H44CrN4O4S2 at a distorted geometry, with properties calculated with ωB97M-V/def2-TZVPD.

```
105
Properties=species:S:1:pos:R:3:forces:R:3:mulliken_charge:R:1
Cr 0.188474 -1.012315 -0.380433 1.57 0.47 -0.41 0.338
S 2.535055 -1.133874 -0.865793 0.23 -0.16 0.27 -0.671
C 2.993890 -1.481755 0.799078 0.18 0.25 -1.73 -0.021
N 4.224618 -1.592051 1.210525 -0.30 0.05 0.58 -0.600
N 5.149903 -1.381924 0.305788 0.31 0.00 -0.24 0.480
C 6.490784 -1.319446 0.654980 0.39 -0.07 0.27 0.424
C 7.447720 -1.114110 -0.340161 -0.22 0.01 -0.04 -0.396
C 8.788432 -1.033776 -0.009235 0.08 0.01 0.00 -0.454
C 9.201381 -1.159258 1.308986 -0.01 0.00 0.04 -0.519
C 8.249396 -1.372443 2.299147 0.13 0.02 -0.05 -0.501
C 6.906349 -1.455468 1.985772 -0.27 0.01 -0.22 -0.422
N 2.062804 -1.674530 1.758121 -1.23 -0.12 0.76 -1.036
N 0.853273 -1.556521 1.391935 1.33 -0.09 0.92 1.725
C -0.089510 -1.603656 2.442188 -0.70 -0.16 0.85 -0.311
C -1.436898 -1.772315 2.118821 0.29 0.02 -0.24 -0.076
C -2.407519 -1.712530 3.102087 -0.11 -0.01 0.16 -0.519
C -2.050827 -1.500856 4.425827 0.03 0.00 -0.07 -0.612
C -0.707308 -1.375137 4.760111 -0.04 0.00 0.07 -0.664
C 0.269942 -1.426371 3.785233 0.14 0.03 -0.42 -0.523
H 4.856279 -1.165029 -0.642710 -0.02 0.03 -0.07 0.186
H 7.125798 -1.014097 -1.370702 0.03 0.00 0.00 0.376
H 9.522740 -0.868433 -0.787609 -0.03 0.00 -0.03 0.349
H 10.250843 -1.086961 1.562297 0.00 -0.01 0.00 0.355
H 8.562943 -1.466500 3.331285 -0.04 -0.02 0.01 0.350
H 6.153273 -1.616146 2.741889 0.02 0.00 0.07 0.396
H -1.723360 -1.973659 1.093676 0.01 0.01 0.05 0.407
H -3.447188 -1.839140 2.826434 0.00 0.02 -0.04 0.417
H -2.810267 -1.431938 5.194316 -0.01 -0.03 -0.01 0.413
H -0.420494 -1.225505 5.793755 0.02 0.02 -0.02 0.376
H 1.314545 -1.310570 4.029400 0.05 0.04 0.05 0.460
C -3.252044 4.020741 0.924009 0.05 -0.18 -0.13 -1.757
C -3.201647 3.448212 -0.491133 -0.23 0.21 0.13 1.421
C -4.145791 4.201437 -1.420182 0.18 -0.20 0.01 -1.991
O -1.901560 3.482474 -1.033132 0.26 0.03 -0.12 -0.417
C -1.312336 2.179688 -1.022534 0.16 -0.18 0.08 -1.572
C -2.416553 1.269955 -0.448611 0.20 -0.04 0.03 -0.050
O -3.577155 2.090622 -0.470136 -0.18 -0.29 -0.11 -0.179
C -2.594103 -0.066234 -1.240970 -0.26 0.47 0.14 2.409
O -1.389367 -0.728711 -1.094870 -1.73 -0.16 -0.75 1.156
C -3.743428 -0.953160 -0.695332 0.05 0.01 0.07 0.050
C -3.532035 -2.328687 -0.654830 0.01 0.02 -0.08 -0.377
C -4.519220 -3.196092 -0.210713 0.01 -0.04 0.01 -0.828
C -5.751659 -2.709714 0.194678 -0.04 0.01 -0.01 -0.646
C -5.981593 -1.343979 0.140523 -0.03 0.05 0.02 -0.913
C -4.994021 -0.473672 -0.301252 0.14 -0.02 0.01 -0.453
C -2.873228 0.135548 -2.738245 0.13 -0.04 -0.01 -0.339
C -2.101945 -0.565696 -3.660763 0.04 0.01 -0.01 -0.316
C -2.357239 -0.463760 -5.020672 -0.03 0.04 -0.04 -0.982
C -3.383705 0.346521 -5.480962 0.01 -0.02 -0.03 -0.601
C -4.158952 1.044969 -4.567023 -0.02 0.03 -0.02 -1.169
C -3.913771 0.934360 -3.206462 -0.03 -0.03 0.02 -0.186
C 0.057509 2.147202 -0.244248 -0.28 0.32 -0.25 1.848
O 0.399642 0.867388 0.081292 0.05 -0.90 0.26 -0.419
C -0.060761 2.974642 1.051699 0.02 -0.09 0.00 -0.119
C -0.220930 2.298144 2.256149 -0.03 -0.03 0.03 -0.076
C -0.355036 2.991282 3.451897 -0.03 0.00 0.00 -0.584
C -0.322320 4.377338 3.460651 -0.01 0.02 0.05 -0.666
C -0.141453 5.061508 2.266356 0.03 0.00 -0.01 -0.785
C -0.011602 4.367015 1.072896 0.04 -0.05 0.06 0.036
C 1.166332 2.765919 -1.123430 -0.14 0.11 -0.03 0.259
C 2.474114 2.347790 -0.906415 0.07 0.05 0.10 -0.560
C 3.521356 2.867704 -1.651646 0.02 -0.03 0.04 -0.908
C 3.280496 3.823229 -2.627384 0.00 0.05 -0.06 -0.626
C 1.981205 4.253350 -2.848434 0.02 0.02 -0.04 -0.981
C 0.931796 3.728846 -2.105346 0.01 -0.11 0.10 -0.150
H -2.845883 5.030797 0.937776 -0.02 0.02 0.01 0.365
H -2.670402 3.399168 1.604954 0.00 0.05 0.01 0.257
H -4.290949 4.033923 1.256818 0.00 0.04 0.03 0.468
H -3.942882 5.270417 -1.362711 -0.05 0.02 -0.01 0.453
H -5.176387 4.002936 -1.124988 -0.02 0.08 0.01 0.331
H -3.987920 3.860712 -2.443042 -0.02 0.00 0.00 0.419
H -1.100497 1.890077 -2.057183 -0.01 0.03 0.01 1.274
H -2.161475 0.983703 0.580365 -0.10 0.00 0.00 0.342
H -2.577841 -2.728897 -0.970038 -0.12 0.00 0.03 0.162
H -4.317212 -4.260412 -0.182771 0.02 0.01 -0.01 0.423
H -6.526703 -3.384091 0.538715 0.01 0.00 0.01 0.378
H -6.939497 -0.939037 0.446052 0.00 -0.02 0.00 0.437
H -5.208893 0.579137 -0.323418 0.04 0.20 -0.02 0.342
H -1.304885 -1.205648 -3.306507 -0.02 0.01 0.00 0.302
H -1.750246 -1.021188 -5.723526 0.01 -0.01 0.02 0.442
H -3.584906 0.426427 -6.542378 0.01 0.01 0.00 0.382
H -4.966129 1.677979 -4.917066 -0.01 -0.01 0.03 0.433
H -4.540328 1.464829 -2.505668 -0.01 0.00 0.01 0.568
H -0.231622 1.215729 2.245963 0.01 0.03 -0.01 -0.284
H -0.479959 2.441147 4.377325 -0.01 0.00 0.00 0.475
H -0.430171 4.921404 4.391575 0.02 0.00 -0.01 0.366
H -0.100811 6.144653 2.265813 0.00 0.00 -0.02 0.416
H 0.127966 4.915784 0.152884 0.01 0.00 -0.07 0.436
H 2.657301 1.596686 -0.150228 -0.02 0.02 -0.05 0.578
H 4.532323 2.520398 -1.472101 -0.01 -0.01 0.01 0.440
H 4.096596 4.226729 -3.215096 0.00 0.00 0.01 0.367
H 1.776989 4.999885 -3.607230 0.00 -0.01 0.00 0.427
H -0.071367 4.083179 -2.293577 -0.10 -0.02 0.00 0.463
S -0.288110 -3.340342 -0.994754 0.02 0.19 -0.16 -0.359
C 0.690397 -4.698773 -0.448878 0.02 0.10 0.04 0.376
C 0.047073 -5.935186 -0.313951 0.06 0.01 0.03 -0.698
C 0.744452 -7.060086 0.092583 -0.02 -0.02 -0.01 -0.535
C 2.101670 -6.980989 0.376379 0.06 -0.04 0.02 -0.483
C 2.751298 -5.764137 0.231149 0.00 -0.02 0.01 -0.595
C 2.057722 -4.634448 -0.180243 0.02 -0.09 0.05 -0.130
H -1.011183 -5.993406 -0.536519 -0.01 -0.01 0.03 0.382
H 0.226042 -8.007309 0.189479 -0.01 0.01 0.01 0.347
H 2.645928 -7.857819 0.705957 0.00 0.00 -0.02 0.357
H 3.814510 -5.692768 0.430943 -0.01 0.03 0.02 0.394
H 2.581889 -3.701026 -0.313286 -0.01 0.01 -0.05 0.224
```
Positions in Å, forces in eV/Å.

Calculated values
LUMO energy (spin up / spin down): 1.25 / 1.10 eV
total charge: -1
energy: -116809.977 eV
2S+1: 4
maximum force: 1.9 eV Å⁻¹

=====

3.
Below is C7H10 in the gas phase at a distorted geometry, with properties calculated with ωB97M-V/def2-TZVPD.

```
17
Properties=species:S:1:pos:R:3:forces:R:3:nbo_charge:R:1
C -1.718326 0.720431 0.943536 -0.05 1.30 -0.35 -0.167
C -2.265819 0.900497 2.133017 -0.55 -0.02 0.24 -0.394
C -0.371438 1.310351 0.596057 0.97 -1.56 0.21 -0.492
C 0.324481 0.611104 -0.556074 0.75 -0.33 -0.10 -0.168
C 0.555761 -0.700541 -0.531745 -0.87 0.04 0.47 -0.228
C 1.088520 -1.520694 -1.652474 0.37 -0.01 2.09 -0.222
C 2.409874 -1.631163 -1.723635 0.65 -0.17 -0.99 -0.369
H -2.315116 0.370196 0.112495 -0.13 -0.11 -0.06 0.199
H -3.335042 0.791023 2.280538 0.11 -0.50 0.06 0.198
H -1.720800 1.259749 2.997751 0.18 0.15 -0.13 0.189
H -0.409742 2.386948 0.463454 -0.11 0.04 0.02 0.227
H 0.276011 1.052281 1.445049 -0.05 0.71 0.19 0.226
H 0.832096 1.160092 -1.340235 -0.57 0.36 -0.32 0.202
H 0.259200 -1.189571 0.399364 -0.31 -0.41 -0.28 0.194
H 0.354529 -2.202545 -2.067929 0.19 0.44 -1.09 0.217
H 3.064395 -1.317277 -0.921577 -0.19 0.81 -0.03 0.193
H 2.971424 -2.000875 -2.577593 -0.38 -0.72 0.09 0.194
```
Positions in Å, forces in eV/Å.

Calculated values
LUMO energy: 1.18 eV
energy: -7418.241 eV
2S+1: 1
ΔE to the lowest compared entry with this formula, charge and spin: 2.794 eV
maximum force: 2.1 eV Å⁻¹